# 1
Computed, not measured: one molecule with the formula C15H22N4O7Si at a distorted geometry, with ωB97M-V with the def2-TZVPD basis set.

Cartesian coordinates (Å):
C  -4.86  3.39  -0.73
C  -4.02  2.65  0.31
C  -2.67  2.25  -0.27
C  -1.65  1.70  0.70
O  -0.63  1.10  -0.34
C  0.37  0.34  0.01
C  0.34  -1.05  -0.56
O  1.39  0.87  0.62
Si  2.58  1.82  -0.28
C  3.34  2.90  1.01
C  3.63  0.54  -1.10
C  1.66  2.92  -1.47
H  -5.84  3.63  -0.33
H  -4.37  4.32  -1.04
H  -5.01  2.77  -1.62
H  -3.88  3.27  1.21
H  -4.54  1.73  0.61
H  -2.86  1.49  -1.05
H  -2.21  3.11  -0.78
H  -1.06  2.45  1.26
H  -2.00  0.86  1.31
H  0.50  -0.94  -1.66
H  -0.71  -1.36  -0.40
H  4.23  3.38  0.59
H  2.64  3.69  1.31
H  3.64  2.34  1.91
H  4.56  1.01  -1.43
H  3.89  -0.27  -0.40
H  3.14  0.10  -1.98
H  2.38  3.28  -2.22
H  0.84  2.43  -2.00
H  1.26  3.80  -0.95
O  -1.94  -6.25  0.37
N  -1.41  -5.48  1.19
O  -1.58  -5.62  2.43
C  -0.53  -4.41  0.76
C  0.02  -3.54  1.74
C  0.89  -2.52  1.38
N  1.76  -1.91  2.32
O  1.67  -2.22  3.53
O  2.63  -1.10  1.91
C  1.17  -2.08  -0.07
C  0.85  -3.28  -0.96
N  1.00  -3.24  -2.30
O  0.08  -4.20  -2.76
N  -0.61  -4.84  -1.74
C  -0.10  -4.25  -0.59
H  -0.23  -3.72  2.78
H  2.24  -1.84  -0.21

Energy (eV): -44073.190
LUMO level (eV): -1.85
HOMO-LUMO gap (hartree): 0.2039

---

# 2
Computed, not measured: C15H23AsBr2N2O7P2Sn as an isolated structure at a distorted geometry, with ωB97M-V with the def2-TZVPD basis set.

Cartesian coordinates (Å):
Sn  11.05  12.90  6.14
C  5.15  9.92  4.68
C  6.32  9.08  5.00
C  6.32  8.26  6.22
C  7.34  7.40  6.42
C  8.39  7.29  5.44
C  9.64  6.62  5.61
Br  10.03  5.80  7.26
C  10.71  6.66  4.76
C  10.68  7.42  3.50
Br  17.76  8.75  7.24
C  9.35  8.39  3.29
O  12.79  12.80  4.99
C  8.37  8.26  4.36
N  7.28  9.02  4.10
H  4.96  10.13  3.62
H  5.30  10.90  5.07
H  4.27  9.41  5.14
H  5.61  8.51  6.98
H  7.45  6.83  7.33
H  11.64  6.18  5.06
N  15.38  14.20  6.04
C  14.42  14.86  5.08
C  15.22  15.79  4.16
P  13.23  15.81  6.07
O  12.47  16.86  5.12
O  14.13  16.60  7.00
O  12.19  14.84  6.64
P  13.74  13.58  3.92
O  12.78  14.59  3.05
O  11.50  7.46  2.59
O  9.27  9.15  2.35
H  15.14  13.19  6.12
H  15.29  14.68  6.93
H  16.31  14.33  5.58
H  15.64  16.61  4.77
H  14.66  16.23  3.33
H  16.05  15.22  3.79
H  12.93  17.70  5.08
H  11.98  14.02  2.75
C  6.86  16.46  5.07
As  8.62  16.03  5.84
C  9.48  17.80  5.64
C  9.43  15.10  4.24
H  6.96  17.30  4.36
H  6.16  16.83  5.88
H  6.35  15.62  4.65
H  10.11  17.85  4.76
H  10.05  18.03  6.54
H  8.69  18.60  5.51
H  9.00  15.68  3.40
H  9.13  14.07  4.29
H  10.49  15.29  4.22

Net charge: +2
Energy (eV): -258555.887
Energy relative to the best compared isomer or geometry (same formula, charge and spin) (kJ/mol): 743.29
LUMO level (spin up / spin down) (eV): -11.30 / -8.40
HOMO-LUMO gap (spin up / spin down) (hartree): 0.0589 / 0.1659

---

# 3
Computed, not measured: C15H23BeF3NO2P as an isolated structure at a distorted geometry, with ωB97M-V with the def2-TZVPD basis set.

Cartesian coordinates (Å):
C  2.20  -1.35  -2.77
C  1.99  0.01  -2.51
C  1.41  0.46  -1.30
C  1.09  -0.51  -0.35
C  1.23  -1.87  -0.63
C  1.81  -2.30  -1.83
C  1.35  1.97  -1.10
C  0.19  2.87  -1.72
N  -1.19  2.43  -1.80
Be  0.67  -0.31  1.41
C  0.65  -2.94  0.30
P  -0.74  -2.17  1.24
H  2.29  0.77  -3.25
H  1.90  -3.37  -1.99
H  2.68  -1.67  -3.69
H  1.37  -3.32  1.05
H  0.28  -3.83  -0.25
H  1.41  2.19  -0.02
H  2.26  2.41  -1.55
H  0.14  3.78  -1.10
C  -1.53  -3.14  2.50
C  -1.98  -1.98  -0.10
H  0.52  3.14  -2.75
C  -1.55  1.32  -2.63
C  -2.03  2.68  -0.65
H  0.46  -1.46  2.27
H  -2.13  1.63  -3.52
H  -0.66  0.79  -2.98
H  -2.20  0.64  -2.06
H  -2.76  3.48  -0.83
H  -2.60  1.77  -0.41
H  -1.40  2.97  0.20
H  -2.36  -2.96  -0.43
H  -2.83  -1.39  0.26
H  -1.59  -1.49  -1.00
H  -1.64  -4.18  2.18
H  -0.93  -3.09  3.42
H  -2.52  -2.71  2.71
H  -0.71  -0.67  1.54
F  1.36  2.27  5.01
C  1.00  1.43  4.03
F  1.71  0.26  4.18
F  -0.32  1.10  4.19
C  1.22  2.01  2.62
O  1.61  3.14  2.45
O  0.88  1.15  1.69

Energy (eV): -39353.935
Energy relative to the best compared isomer or geometry (same formula, charge and spin) (kJ/mol): 75.84
LUMO level (eV): 0.06
HOMO-LUMO gap (hartree): 0.2734

---

# 4
Computed, not measured: C15H23BrIN2PbSe3SiTe as an isolated structure, with ωB97M-V with the def2-TZVPD basis set.

Cartesian coordinates (Å):
Pb  1.08  3.67  0.92
Se  1.22  6.43  1.18
Se  -0.89  6.87  0.30
Te  -0.67  5.93  -2.02
Se  -0.43  3.48  -1.45
N  -0.86  0.00  0.72
C  -1.97  0.00  0.38
N  -3.23  0.00  -0.03
C  -4.28  -0.02  0.98
C  -4.58  -1.46  1.39
C  -4.98  -2.28  0.16
C  -3.87  -2.21  -0.90
C  -3.55  -0.76  -1.24
H  -5.17  0.43  0.53
H  -3.97  0.58  1.83
H  -5.38  -1.49  2.14
H  -3.68  -1.90  1.84
H  -5.91  -1.90  -0.26
H  -5.14  -3.32  0.44
H  -4.18  -2.74  -1.81
H  -2.97  -2.70  -0.52
H  -4.42  -0.28  -1.70
H  -2.72  -0.69  -1.94
C  4.87  4.35  1.10
Si  3.58  3.55  -0.07
C  4.07  1.69  -0.15
C  4.11  4.24  -1.77
H  5.89  4.19  0.73
H  4.82  3.95  2.12
H  4.70  5.43  1.16
H  5.15  1.55  -0.19
H  3.64  1.25  -1.05
H  3.68  1.13  0.70
H  5.19  4.17  -1.89
H  3.84  5.30  -1.85
H  3.63  3.71  -2.59
Br  3.61  -4.14  -1.72
C  2.12  -4.17  -0.55
C  1.88  -5.35  0.15
C  0.80  -5.43  1.01
C  -0.03  -4.34  1.17
C  0.21  -3.16  0.49
C  1.28  -3.07  -0.39
I  1.61  -1.26  -1.41
H  2.56  -6.18  0.02
H  0.62  -6.35  1.55
H  -0.86  -4.39  1.87
H  -0.41  -2.29  0.65

Net charge: -1
Energy (eV): -313512.853
Energy relative to the best compared isomer or geometry (same formula, charge and spin) (kJ/mol): 3.81
LUMO level (eV): 2.08
HOMO-LUMO gap (hartree): 0.2086

---

# 5
Computed, not measured: C15H23BrINO3P2 as an isolated structure at a distorted geometry, with ωB97M-V with the def2-TZVPD basis set.

Cartesian coordinates (Å):
C  5.50  1.82  -0.76
C  4.45  1.70  -1.34
C  3.18  1.82  -2.18
C  2.00  1.63  -1.19
C  1.39  2.84  -0.72
C  0.32  2.76  0.21
C  -0.12  1.43  0.60
C  -1.28  1.37  1.60
C  -2.59  1.48  0.73
C  -3.84  1.00  1.53
I  -5.34  0.15  0.17
C  0.52  0.26  0.09
P  -0.01  -1.47  0.62
C  0.86  -1.68  2.28
C  -1.85  -1.58  0.82
C  -2.28  -3.10  0.68
N  1.58  0.41  -0.80
C  2.26  -0.81  -1.30
P  1.27  -1.71  -2.63
O  2.15  -2.02  -3.78
O  0.12  -0.66  -3.16
O  0.65  -3.14  -2.10
H  6.48  2.14  -0.41
H  3.15  2.82  -2.64
H  3.15  1.02  -2.93
H  1.76  3.82  -1.03
H  -0.18  3.65  0.61
H  -1.27  0.46  2.22
H  -1.22  2.27  2.24
H  -2.48  0.99  -0.26
H  -2.74  2.56  0.48
H  -3.52  0.14  2.29
H  -4.26  1.87  2.04
H  1.14  -2.75  2.33
H  1.80  -1.09  2.23
H  0.22  -1.38  3.13
H  -2.44  -1.00  0.10
H  -2.18  -1.29  1.85
H  -3.35  -3.21  0.96
H  -1.68  -3.76  1.33
H  -2.17  -3.36  -0.39
H  2.52  -1.49  -0.47
H  3.22  -0.58  -1.80
H  -0.76  -1.01  -2.94
H  -0.24  -3.23  -2.48
Br  -3.86  -0.10  4.14

Energy (eV): -120278.633
Energy relative to the best compared isomer or geometry (same formula, charge and spin) (kJ/mol): 0.00
LUMO level (eV): -1.99
HOMO-LUMO gap (hartree): 0.1611

---

# 6
Computed, not measured: a 5-piece molecular cluster, C15H23Cl16NOS3Si overall at a distorted geometry, with ωB97M-V with the def2-TZVPD basis set.

Cartesian coordinates (Å):
C  -1.50  1.42  0.24
C  -0.92  1.66  -1.31
S  -0.01  0.16  -1.99
C  -1.26  -1.21  -2.43
Si  -0.36  -2.90  -2.03
C  -1.07  -3.82  -0.49
C  -0.95  -3.00  0.92
C  -0.15  -3.82  2.11
S  1.46  -2.96  2.65
C  2.19  -2.38  0.98
S  2.85  -3.67  0.03
N  2.13  -0.94  0.54
C  1.48  -0.03  1.55
C  2.48  0.38  2.82
O  3.91  0.35  2.45
C  4.07  0.81  1.06
C  3.47  -0.39  0.10
H  -0.81  2.03  0.96
H  -1.46  0.25  0.45
H  -2.60  1.85  0.36
H  -1.81  1.90  -2.04
H  -0.24  2.64  -1.30
H  -2.27  -1.09  -1.86
H  -1.39  -1.16  -3.60
H  -0.50  -3.85  -3.17
H  1.06  -2.58  -1.96
H  -2.21  -4.06  -0.69
H  -0.52  -4.86  -0.36
H  -0.55  -1.92  0.72
H  -2.07  -2.86  1.32
H  -0.88  -4.01  3.01
H  0.20  -4.88  1.69
H  0.42  -0.38  1.92
H  1.29  1.01  0.99
H  2.19  1.44  3.28
H  2.36  -0.39  3.73
H  3.47  1.81  0.86
H  5.18  1.03  0.74
H  4.32  -1.19  -0.01
H  3.30  0.10  -0.97
Cl  -3.06  -6.49  2.29
C  -1.87  -7.72  1.79
Cl  -1.56  -7.57  0.04
Cl  -0.35  -7.48  2.69
Cl  -2.51  -9.35  2.14
Cl  1.53  2.03  -5.42
C  0.35  3.28  -4.93
Cl  0.36  4.60  -6.12
Cl  -1.28  2.56  -4.87
Cl  0.79  3.91  -3.33
Cl  -1.63  6.60  -2.31
C  -0.40  7.54  -1.42
Cl  0.22  8.85  -2.46
Cl  -1.14  8.25  0.04
Cl  0.94  6.47  -0.95
Cl  -2.29  3.56  3.41
C  -2.94  4.81  2.31
Cl  -3.49  6.21  3.27
Cl  -1.66  5.33  1.18
Cl  -4.31  4.14  1.39

SMILES string: CCSC[SiH2]CCCSC(=S)N1CCOCC1.ClC(Cl)(Cl)Cl.ClC(Cl)(Cl)Cl.ClC(Cl)(Cl)Cl.ClC(Cl)(Cl)Cl
Energy (eV): -260200.133
Energy relative to the best compared isomer or geometry (same formula, charge and spin) (kJ/mol): 506.70
LUMO level (eV): -0.35
HOMO-LUMO gap (hartree): 0.2860

---

# 7
Computed, not measured: C15H23ClOTi as an isolated structure at a distorted geometry, with ωB97M-V with the def2-TZVPD basis set.

Cartesian coordinates (Å):
C  -0.27  -4.86  0.45
C  -1.60  -5.25  1.10
C  -0.19  -5.49  -0.95
C  0.89  -5.37  1.31
Cl  -0.18  -3.07  0.31
H  -0.25  -6.58  -0.87
H  0.76  -5.23  -1.44
H  -1.02  -5.15  -1.58
H  -1.67  -6.34  1.19
H  -2.45  -4.91  0.51
H  -1.68  -4.83  2.11
H  0.83  -6.47  1.39
H  0.85  -4.95  2.32
H  1.85  -5.12  0.85
C  -1.70  3.28  -1.14
C  -0.94  2.44  -2.04
C  -1.06  1.08  -1.57
H  -0.49  2.75  -2.97
C  -1.84  1.08  -0.37
C  -2.22  2.44  -0.08
H  -2.83  2.76  0.76
H  -2.04  4.29  -1.35
H  -0.69  0.18  -2.09
H  -2.16  0.18  0.16
C  2.25  2.39  0.91
C  2.22  3.21  -0.28
C  1.89  2.35  -1.40
H  2.55  4.24  -0.35
C  1.80  1.00  -0.89
C  2.04  1.03  0.52
H  2.20  0.15  1.15
H  2.49  2.72  1.92
H  1.82  2.64  -2.44
H  1.73  0.09  -1.50
Ti  0.12  2.34  -0.04
C  -0.32  5.42  0.86
O  0.08  4.09  1.23
H  -1.30  5.34  0.38
H  0.36  5.90  0.12
H  -0.38  6.10  1.71
H  0.55  4.14  2.10

Net charge: +2
Energy (eV): -53597.037
LUMO level (eV): -9.31
HOMO-LUMO gap (hartree): 0.2094

---

# 8
Computed, not measured: C15H23IrN5O2S2 as an isolated structure, with ωB97M-V with the def2-TZVPD basis set.

Cartesian coordinates (Å):
Ir  0.23  -0.10  -0.52
N  2.20  0.19  0.20
C  2.53  0.35  1.65
C  2.42  1.79  2.12
C  1.08  2.45  1.84
C  -0.13  1.60  2.22
N  -0.80  1.00  1.02
H  2.69  -0.62  -0.17
H  2.61  0.97  -0.32
H  3.55  -0.01  1.81
H  1.87  -0.29  2.21
H  3.22  2.39  1.68
H  2.61  1.79  3.19
H  1.01  2.73  0.79
H  1.04  3.40  2.39
H  -0.88  2.18  2.76
H  0.15  0.77  2.87
H  -1.32  1.75  0.57
H  -1.53  0.38  1.37
C  -1.70  0.31  -3.61
C  -2.29  -0.30  -2.39
N  -1.66  -0.56  -1.26
C  -2.44  -1.30  -0.38
C  -3.71  -1.51  -0.81
S  -3.91  -0.84  -2.37
C  -1.70  -1.97  0.69
C  -2.11  -2.93  1.55
S  -0.75  -3.69  2.25
C  0.31  -2.68  1.39
N  -0.32  -1.78  0.65
C  1.79  -2.92  1.41
H  -0.62  0.18  -3.61
H  -1.96  1.36  -3.71
H  -2.08  -0.20  -4.50
H  -4.49  -2.07  -0.33
H  -3.11  -3.28  1.74
H  1.98  -3.97  1.61
H  2.29  -2.34  2.19
H  2.21  -2.69  0.43
O  0.97  -2.26  -3.98
C  1.01  -1.76  -2.93
N  1.12  -1.26  -1.84
C  -0.64  2.82  -1.57
C  0.41  1.74  -1.52
O  1.49  1.85  -2.03
H  -0.59  3.30  -2.55
H  -0.39  3.58  -0.83
H  -1.64  2.44  -1.40

Net charge: +2
Energy (eV): -51970.229
2S+1: 2
Energy relative to the best compared isomer or geometry (same formula, charge and spin) (kJ/mol): 0.24
LUMO level (spin up / spin down) (eV): -6.09 / -9.10
⟨S²⟩: 0.766
HOMO-LUMO gap (spin up / spin down) (hartree): 0.3375 / 0.2214

---

Among the records above, which one has the highest energy?
C15H23BeF3NO2P